# C53H43Cl2N5O4P2PbS2Te

C53H43Cl2N5O4P2PbS2Te as an isolated structure at a distorted geometry (ωB97M-V/def2-TZVPD, OMol25).

```
113
Properties=species:S:1:pos:R:3:forces:R:3:lowdin_charge:R:1
Pb -1.346208 0.508142 0.450696 0.6529 -0.3315 0.0668 1.181
Cl -4.624477 6.519063 -2.478366 -0.1988 0.1016 -0.1988 0.615
C -3.698157 5.500808 -1.425439 0.1472 0.0296 0.1287 -0.699
C -3.785392 4.128290 -1.557287 0.0195 -0.0134 0.2008 -0.056
C -3.030868 3.281553 -0.752429 -0.5154 0.7744 0.1656 -0.334
N -2.977933 1.934910 -0.997209 -0.0849 -0.4349 -0.1305 -0.158
C -4.033040 1.207807 -1.362918 0.0833 0.4212 0.2380 -0.525
O -5.220618 1.542062 -1.385727 -0.3412 -0.1506 -0.1657 0.012
C -3.634394 -0.189030 -1.764645 -0.2867 -0.4818 -0.2339 -0.246
C -4.601775 -1.134683 -2.085296 -0.0349 0.0810 0.1573 -0.002
C -4.195356 -2.391443 -2.494301 0.0545 -0.0099 -0.0421 -0.066
C -2.840156 -2.639182 -2.653177 -0.1063 0.0650 -0.0043 -0.058
C -1.949471 -1.627378 -2.333199 -0.0317 -0.3462 -0.1548 -0.190
N -2.335169 -0.458654 -1.854481 -0.4085 0.0027 -0.2486 -0.056
C -2.184459 3.827151 0.257315 -0.4349 0.5815 -0.2287 -0.273
C -2.112202 5.220555 0.358390 -0.0221 0.1368 0.0984 -0.064
C -2.857109 6.040063 -0.471969 -0.0574 -0.0019 -0.1750 -0.694
Cl -2.706155 7.765401 -0.303709 0.0603 0.1996 0.0999 0.604
N -1.549935 2.947765 1.100650 0.0285 -0.1910 0.3961 0.003
C -0.962579 3.335554 2.232858 -0.2850 0.2321 -0.4709 -0.497
O -0.610072 4.473947 2.573654 0.0853 0.1117 0.2799 -0.002
C -0.820407 2.214176 3.227024 0.0793 -0.0002 0.7612 -0.190
C -0.350990 2.488996 4.511061 0.1320 0.0701 -0.1915 -0.004
C -0.377494 1.494507 5.469547 -0.1209 -0.0565 -0.0827 -0.059
C -0.927601 0.265544 5.137268 0.0371 0.1423 0.0282 -0.050
C -1.371781 0.079882 3.839336 -0.0126 -0.3661 0.4588 -0.152
N -1.289095 1.012007 2.908495 -0.2196 0.3991 0.2566 0.023
H -4.440286 3.699823 -2.298337 -0.0353 -0.0305 -0.0569 0.109
H -5.642167 -0.864791 -1.985145 -0.0531 0.0444 0.0124 0.110
H -4.925601 -3.164134 -2.698550 -0.0217 -0.0197 -0.0443 0.097
H -2.481390 -3.595632 -3.004003 0.0536 -0.0670 -0.0196 0.096
H -0.880312 -1.728052 -2.475285 0.1170 -0.1088 0.1039 0.038
H -1.492397 5.662159 1.123867 -0.0156 -0.0313 -0.0732 0.091
H 0.032782 3.474444 4.719468 0.0293 0.0927 -0.0690 0.112
H -0.001266 1.679902 6.468764 0.0073 0.0176 -0.0001 0.098
H -1.006636 -0.533088 5.859486 -0.0170 -0.1065 0.0029 0.093
H -1.832352 -0.849377 3.533625 0.0331 0.0288 -0.0127 0.034
S -2.427178 -2.003364 1.311919 -0.5475 -0.4984 0.0639 0.234
P -0.453215 -2.399881 1.523415 0.4109 0.6181 0.7092 0.388
C 0.535634 -1.060245 1.131928 0.5561 -2.1927 -0.6381 -0.670
P 1.829837 -1.279530 -0.001980 -0.3947 0.4856 1.3963 0.378
S 1.578113 -0.888545 -1.921059 -0.1129 0.1511 -0.6115 0.284
C 2.720403 -2.895275 0.089892 -0.2817 0.0651 -0.1365 -0.317
C 3.313446 -3.320051 1.270911 -0.0625 0.1066 -0.0592 -0.083
C 3.987526 -4.523542 1.317074 0.1786 -0.1208 0.1792 -0.098
C 4.080026 -5.315419 0.184555 0.1235 -0.1025 -0.0011 -0.112
C 3.501087 -4.890329 -0.998151 0.1465 -0.1889 -0.0289 -0.099
C 2.818000 -3.690480 -1.043565 0.1298 0.1061 0.0252 -0.134
C 3.189313 -0.209061 0.626232 0.0009 -0.1331 -0.1860 -0.344
C 4.140703 0.281206 -0.256591 0.0862 -0.0735 -0.0960 -0.114
C 5.157544 1.102180 0.194658 0.1410 0.1141 -0.0774 -0.103
C 5.238593 1.431013 1.538701 0.1427 0.0713 0.1473 -0.111
C 4.294959 0.938839 2.424371 0.2366 -0.0074 0.0910 -0.101
C 3.270620 0.131023 1.968492 0.0645 -0.2222 -0.0366 -0.111
C -0.225871 -4.080211 0.810900 0.2317 0.4758 -0.1827 -0.315
C 0.009197 -5.246136 1.526061 -0.0379 0.2212 0.0848 -0.071
C 0.183067 -6.440181 0.849696 -0.0257 -0.2832 0.0017 -0.098
C 0.115835 -6.482310 -0.531015 -0.0026 -0.0882 -0.0933 -0.107
C -0.105662 -5.316937 -1.247356 -0.1102 -0.1290 -0.1368 -0.092
C -0.270071 -4.124014 -0.576425 -0.1468 -0.0187 -0.0156 -0.118
C -0.245995 -2.817976 3.328742 -0.0638 0.1538 -0.1762 -0.357
C -1.251819 -3.398790 4.094855 0.0287 -0.0764 -0.1451 -0.129
C -1.061492 -3.621144 5.447586 -0.0956 -0.1242 0.1617 -0.103
C 0.139251 -3.276440 6.049655 0.0971 0.0157 0.1623 -0.121
C 1.144763 -2.697197 5.293463 0.1149 -0.0816 0.2023 -0.093
C 0.942169 -2.462390 3.946197 0.0879 -0.1069 -0.1862 -0.094
H 3.264618 -2.690401 2.146606 0.0184 0.0317 0.0929 0.087
H 4.467511 -4.836145 2.234345 0.0008 -0.0520 0.1049 0.093
H 4.623587 -6.250824 0.221708 0.0144 -0.0615 -0.0011 0.088
H 3.610052 -5.489510 -1.891961 -0.0926 -0.0768 -0.0833 0.095
H 2.377632 -3.329697 -1.963678 -0.0201 -0.0044 -0.0073 0.042
H 4.055592 0.031169 -1.305863 -0.0194 0.0117 -0.0477 0.062
H 5.882952 1.501073 -0.504590 0.0306 -0.0079 -0.0288 0.090
H 6.028562 2.082363 1.895182 0.0074 0.0137 -0.0061 0.089
H 4.337335 1.212568 3.469494 -0.0352 0.0570 0.0479 0.100
H 2.499645 -0.199167 2.647975 -0.1675 0.0192 -0.0052 0.085
H 0.045500 -5.225594 2.606293 0.0757 0.0001 0.0346 0.096
H 0.367378 -7.351530 1.402402 0.0162 -0.0599 0.0758 0.093
H 0.235372 -7.423680 -1.050681 0.0570 -0.0614 -0.0314 0.091
H -0.141987 -5.346568 -2.327960 0.0073 0.0338 -0.0952 0.102
H -0.431268 -3.198186 -1.110149 0.0760 -0.0385 -0.0755 0.062
H -2.185861 -3.663996 3.617992 -0.0955 0.0348 -0.0251 0.081
H -1.849054 -4.067605 6.043305 -0.0416 -0.0085 -0.0228 0.094
H 0.291291 -3.452573 7.108380 -0.0276 -0.0040 0.0117 0.090
H 2.085079 -2.428244 5.759055 0.0195 0.0505 -0.0014 0.098
H 1.701763 -1.993826 3.338651 0.0194 0.1198 0.0078 0.059
N 1.043854 4.251164 -0.581950 0.1785 0.3027 0.0788 -0.001
C 1.836707 4.292857 0.640600 -0.0209 -0.0603 0.2390 -0.150
C 1.764475 2.934969 1.346919 0.4335 0.9526 -0.1731 -0.533
O 2.060555 2.793648 2.503907 -0.0618 -0.1078 0.0190 0.098
O 1.388987 1.938636 0.564754 -0.2965 -0.4473 -0.1202 0.015
H 0.060486 4.358344 -0.340377 0.0443 0.0802 -0.1754 0.026
H 1.164679 2.273829 -0.334571 0.2212 0.1455 0.3322 0.028
H 1.291869 5.028341 -1.184147 -0.1372 -0.1451 -0.0687 0.086
H 1.515023 5.050547 1.366561 0.0464 -0.2052 -0.0783 0.116
H 2.888404 4.475006 0.391375 -0.0787 -0.0991 0.0319 0.124
C 0.759136 2.195518 -4.001489 -0.0579 -0.0113 0.5082 -0.369
Te -0.707285 2.163986 -2.307870 0.6604 0.3681 -2.2278 1.442
C -1.829345 1.354187 -3.991288 0.0597 -0.0925 0.3452 -0.346
C -1.391721 2.122816 -5.181731 0.0678 0.1560 -0.0469 -0.296
C -2.238999 2.453947 -6.225195 -0.0405 0.0261 -0.0340 -0.049
C -1.772420 3.197547 -7.297875 -0.0822 0.0231 -0.1174 -0.117
C -0.451290 3.601042 -7.326525 0.0711 0.1074 -0.1497 -0.120
C 0.401538 3.273000 -6.282503 0.0712 0.0498 0.0209 -0.057
C -0.055227 2.539248 -5.197379 -0.1768 0.1112 -0.1392 -0.307
H 1.169595 1.189617 -4.085308 0.0069 -0.1419 0.1391 0.025
H 1.587164 2.885666 -3.864960 0.0569 0.0967 0.1468 0.047
H -2.899952 1.422561 -3.824399 -0.0581 0.0194 0.0845 0.063
H -1.554597 0.304900 -4.109608 0.0114 0.0009 0.1373 0.064
H -3.278398 2.156936 -6.191636 -0.0876 -0.0660 0.0551 0.107
H -2.444702 3.477299 -8.098434 -0.0343 -0.0016 -0.0476 0.088
H -0.087695 4.193474 -8.156636 0.0449 0.0246 -0.0333 0.087
H 1.427193 3.617405 -6.309937 0.1029 -0.0049 0.0590 0.101
```
Forces are in eV/Å.

Results
LUMO level: 3.976 eV
Highest occupied orbital energy: -1.69 eV
Relative energy (zero: lowest compared OMol25 entry of this formula, charge and spin): 30.4 kcal per mole
F_max: 2.4 eV Å⁻¹
Net charge: -2